(1)
A molecular structure, C3H3NdO3, computed with ωB97M-V with the def2-TZVPD basis set.

As for the spin multiplicity: 5. As for the energy relative to the best compared isomer or geometry (same formula, charge and spin): 333.5 kJ/mol. As for the expectation value of S²: 6.377. For the orbital gap (spin up / spin down), the calculation gives 5.055 / 4.697 eV. The net charge is +1.

Positions of all 10 atoms, in Å:
O 1.4671 -1.1883 -0.4376
C -2.3018 1.4238 -1.8767
Nd 0.4980 -0.4574 -2.4843
C 1.3009 -1.1546 0.8753
O -2.9458 2.3865 -1.5834
H 1.8651 -1.9024 1.4548
C 0.5065 -0.2584 1.5333
H 0.6149 0.8097 1.3131
O -1.1782 0.8435 -1.3395
H 0.1733 -0.5023 2.5450

Charges obtained by Mulliken population analysis, quoted in units of e: -0.6794, 0.2441, 1.9455, 0.1466, -0.3081, 0.3431, -0.6385, 0.2506, -0.5685, 0.2646

=====

(2)
2 unconnected molecules or ions with the total composition C3H3O2, computed with ωB97M-V with the def2-TZVPD basis set.

As for the spin multiplicity: 1. As for the energy relative to the best compared isomer or geometry (same formula, charge and spin): 401.4 kJ/mol. For the orbital gap (spin up / spin down), the calculation gives 9.058 / 9.059 eV. The net charge is +1.

Positions of all 8 atoms, in Å:
C 0.8682 -0.7370 0.0477
C 0.8370 0.5993 0.0405
H 1.7847 -1.3070 0.0948
H 1.5520 1.3107 0.1387
O -0.4193 0.9781 -0.0572
C -1.1521 -0.0499 -0.1214
H -3.0119 0.3368 -0.0351
O -0.4586 -1.1311 -0.1080

Charges obtained by Mulliken population analysis, quoted in units of e: -0.2089, 0.0094, 0.3753, 0.4597, -0.2007, 0.2546, 0.5634, -0.2528

=====

(3)
2 unconnected molecules or ions with the total composition C3H3O2P, computed with ωB97M-V with the def2-TZVPD basis set.

As for the spin multiplicity: 1. As for the energy relative to the best compared isomer or geometry (same formula, charge and spin): 264.4 kJ/mol. Its SMILES is C#CP=O.C=O. For the orbital gap, the calculation gives 8.647 eV. The net charge is 0.

Positions of all 9 atoms, in Å:
O 0.3941 -0.9508 -1.8402
C 1.6942 0.1065 0.1444
H -1.6239 -0.3560 0.8908
O -1.8410 1.1816 -0.2520
C 1.9456 0.3065 1.3191
C -1.9156 0.0205 -0.0898
H 1.9951 0.5376 2.3219
H -2.1471 -0.7896 -0.8126
P 1.4985 -0.0563 -1.6815

Charges obtained by Mulliken population analysis, quoted in units of e: -0.3567, -0.6393, 0.2505, -0.3714, 0.3485, -0.1186, 0.4151, 0.2296, 0.2423

=====

(4)
A molecular structure, C3H3O2P, computed with ωB97M-V with the def2-TZVPD basis set.

As for the spin multiplicity: 1. As for the energy relative to the best compared isomer or geometry (same formula, charge and spin): 428.8 kJ/mol. For the orbital gap, the calculation gives 9.869 eV. The net charge is 0.

Positions of all 9 atoms, in Å:
O 0.1785 1.1430 -0.0368
P -1.2041 0.3906 0.1289
H 1.0843 -0.7963 0.3248
H 2.1320 0.5055 0.6466
C -1.4698 -1.8545 -0.6973
O -2.3480 1.2393 0.1182
C -1.2281 -1.2526 0.6081
H 1.5728 0.3412 -1.0331
C 1.2823 0.2838 -0.0595

Charges obtained by Mulliken population analysis, quoted in units of e: -0.2635, 0.8721, 0.3454, 0.2421, -0.1053, -0.5508, -0.1989, 0.2981, -0.6392

=====

(5)
A molecular structure, C3H3O2Pr, computed with ωB97M-V with the def2-TZVPD basis set.

As for the spin multiplicity: 4. As for the energy relative to the best compared isomer or geometry (same formula, charge and spin): 0.0 kJ/mol. As for the expectation value of S²: 3.752. For the orbital gap (spin up / spin down), the calculation gives 8.451 / 10.402 eV. The net charge is +3.

Positions of all 9 atoms, in Å:
Pr 6.2548 0.7167 0.0963
H -4.0107 -0.0937 0.0733
C -2.9675 -0.4626 0.0006
O 1.2864 -0.2174 0.0238
C -2.1308 0.4843 0.0678
O 3.5932 -0.2196 -0.1434
H -1.6819 1.4732 0.1369
H -2.7768 -1.5334 -0.1293
C 2.4333 -0.1475 -0.1258

Charges obtained by Mulliken population analysis, quoted in units of e: 1.9592, 0.3223, -0.3927, -0.2447, 0.3373, -0.4398, 0.3981, 0.3327, 0.7275

=====

(6)
A gas-phase ion, C3H3O2S (charge -1), computed with ωB97M-V with the def2-TZVPD basis set.

As for the spin multiplicity: 1. As for the energy relative to the best compared isomer or geometry (same formula, charge and spin): 202.2 kJ/mol. For the orbital gap, the calculation gives 6.662 eV. The net charge is -1.

Positions of all 9 atoms, in Å:
O 1.1413 -0.6365 0.0317
H -1.9624 -0.3127 0.0917
C 1.5510 0.6267 -0.4895
H -0.8866 0.9168 0.7349
S 2.9872 1.1373 0.1671
C -0.1266 -0.8316 0.1241
C -1.1452 0.2524 -0.0781
O -0.5088 -1.9472 0.3418
H -1.0500 0.7947 -0.9236

Charges obtained by Mulliken population analysis, quoted in units of e: -0.0257, 0.3620, -0.6632, 0.2956, -0.3964, 0.7700, -1.1705, -0.6293, 0.4575

=====

(7)
A molecular structure, C3H3O2Tl, computed with ωB97M-V with the def2-TZVPD basis set.

As for the spin multiplicity: 1. As for the energy relative to the best compared isomer or geometry (same formula, charge and spin): 108.9 kJ/mol. For the orbital gap (spin up / spin down), the calculation gives 8.872 / 5.814 eV. The net charge is +2.

Positions of all 9 atoms, in Å:
H 1.9093 0.3091 1.4796
C 1.2368 -0.2495 0.8271
O -1.9495 0.0476 -0.6692
H -0.6421 0.2843 1.7612
Tl -1.4965 0.2613 -2.5742
C -0.7114 0.2147 -0.4233
O 0.0935 0.1872 -1.4344
C -0.1030 -0.0586 0.8783
H 1.6630 -0.9960 0.1548

Charges obtained by Mulliken population analysis, quoted in units of e: 0.3326, -0.1941, -0.3538, 0.4351, 1.0128, 0.9817, -0.3987, -0.1448, 0.3291

=====

(8)
A molecular structure, C3H3O2Yb, computed with ωB97M-V with the def2-TZVPD basis set.

As for the spin multiplicity: 1. As for the energy relative to the best compared isomer or geometry (same formula, charge and spin): 0.0 kJ/mol. For the orbital gap, the calculation gives 6.070 eV. The net charge is +1.

Positions of all 9 atoms, in Å:
C -1.8534 -1.9293 0.1634
O -1.0316 1.4691 0.2197
H -2.6932 -2.6018 0.3425
C -0.9370 0.3382 -0.2845
C -2.0536 -0.6393 -0.1176
O 0.2372 -0.1564 -0.4832
H -0.8562 -2.2854 0.4313
Yb 2.1406 0.2818 0.6556
H -3.0319 -0.1790 0.0338

Charges obtained by Mulliken population analysis, quoted in units of e: -0.5379, -0.6206, 0.2869, 0.6685, -0.1769, -0.6492, 0.1386, 1.5366, 0.3539

=====

Number 1: F_max 4.47 eV/Å. Number 2: F_max 4.65 eV/Å. Number 3: F_max 3.26 eV/Å. Number 4: F_max 7.93 eV/Å. Number 5: F_max 3.35 eV/Å. Number 6: F_max 4.29 eV/Å. Number 7: F_max 11.03 eV/Å. Number 8: F_max 3.79 eV/Å.